[1]
DFT (the ωB97M-V functional and the def2-TZVPD basis) results for a 2-piece molecular cluster, C3H9NO2 overall.

## Properties
- Charge: -1
- Max |F|: 0.033 Eh/bohr
- Spin multiplicity: 2
- HOMO-LUMO gap (spin up / spin down): 1.9 / 10.3 eV
- LUMO (spin up / spin down): 3.48 / 3.93 eV

Cartesian coordinates (Å):
O  2.219  1.173  1.548
O  -2.293  0.927  -0.794
N  0.415  0.229  0.558
C  2.618  -0.415  -0.185
C  1.746  0.424  0.715
C  -2.441  -0.404  -0.327
H  -0.239  0.799  1.079
H  -3.425  -0.633  0.087
H  2.907  0.202  -1.036
H  -2.866  1.568  -0.341
H  -0.050  -0.237  -0.208
H  -1.805  -0.727  0.501
H  3.593  -0.702  0.224
H  2.058  -1.289  -0.525
H  -2.435  -0.916  -1.296

***

[2]
DFT (the ωB97M-V functional and the def2-TZVPD basis) results for a 2-piece molecular cluster, C3H9NO2 overall.

## Properties
- Max |F|: 0.049 Eh/bohr
- HOMO-LUMO gap: 10.5 eV
- LUMO: 0.62 eV

Cartesian coordinates (Å):
O  0.282  0.631  1.260
O  1.331  -0.799  2.594
N  -1.033  1.134  -1.908
C  -0.758  1.115  -3.338
C  0.076  -1.733  0.799
C  0.603  -0.595  1.670
H  -1.618  0.369  -1.642
H  -1.378  2.027  -1.595
H  -0.726  -1.437  0.130
H  -0.062  0.279  -3.544
H  -0.165  1.961  -3.663
H  0.907  -2.101  0.212
H  -1.582  0.725  -3.945
H  -0.197  -2.558  1.452
H  -0.003  0.832  0.371

***

[3]
DFT (the ωB97M-V functional and the def2-TZVPD basis) results for a 2-piece molecular cluster, C3H9NO2 overall.

## Properties
- Max |F|: 0.025 Eh/bohr
- HOMO-LUMO gap: 9.8 eV
- LUMO: 0.55 eV

Cartesian coordinates (Å):
O  1.271  -0.266  0.204
O  0.744  1.590  1.344
N  -2.053  -0.795  0.800
C  -2.052  -1.588  -0.438
C  2.063  1.725  -0.689
C  1.215  1.084  0.364
H  -3.070  -1.510  -0.820
H  2.318  1.035  -1.484
H  -1.547  0.081  0.758
H  1.203  -0.720  1.055
H  1.695  2.671  -1.052
H  -1.978  -2.650  -0.195
H  -1.281  -1.341  -1.167
H  3.007  1.978  -0.195
H  -1.534  -1.293  1.515

***

[4]
DFT (the ωB97M-V functional and the def2-TZVPD basis) results for a 2-piece molecular cluster, C3H9NO2 overall.

## Properties
- Max |F|: 0.028 Eh/bohr
- HOMO-LUMO gap: 10.6 eV
- LUMO: 0.90 eV

Cartesian coordinates (Å):
O  -0.223  0.381  -0.835
O  1.849  -0.156  -0.210
N  -1.272  0.212  1.732
C  1.092  0.123  -1.092
C  -2.099  -0.867  2.290
C  1.375  0.287  -2.551
H  1.283  1.336  -2.782
H  0.557  -0.144  -3.116
H  -1.826  0.986  1.398
H  -2.275  -1.584  1.490
H  -1.530  -1.382  3.064
H  -3.045  -0.555  2.728
H  -0.321  0.136  0.125
H  2.326  -0.119  -2.867
H  -0.497  0.503  2.304

***

[5]
DFT (the ωB97M-V functional and the def2-TZVPD basis) results for a 3-piece molecular cluster, C3H9NO2 overall.

## Properties
- Max |F|: 0.026 Eh/bohr
- HOMO-LUMO gap: 10.0 eV
- LUMO: 0.80 eV

Cartesian coordinates (Å):
O  3.564  -0.914  -0.827
O  -2.255  -5.662  -3.050
N  0.326  2.583  1.581
C  0.867  1.450  1.719
C  -1.113  2.569  1.563
C  -1.775  3.027  0.526
H  1.959  1.409  1.756
H  4.033  -0.533  -0.071
H  -1.201  3.422  -0.300
H  -2.683  -6.090  -2.304
H  -2.806  2.827  0.286
H  -1.731  -6.353  -3.471
H  -1.481  2.120  2.471
H  3.901  -0.323  -1.514
H  0.394  0.467  1.635

***

[6]
DFT (the ωB97M-V functional and the def2-TZVPD basis) results for a 2-piece molecular cluster, C3H9NO2 overall.

## Properties
- Max |F|: 0.033 Eh/bohr
- HOMO-LUMO gap: 10.5 eV
- LUMO: 0.84 eV

Cartesian coordinates (Å):
O  0.905  -2.404  0.056
O  -2.608  -1.641  -4.847
N  0.905  1.930  2.202
C  1.198  -0.275  1.167
C  0.305  0.977  1.274
C  0.445  -1.464  0.640
H  1.647  2.463  1.766
H  -0.640  0.663  1.719
H  -2.981  -0.774  -4.638
H  0.237  2.640  2.474
H  -2.394  -1.474  -5.782
H  -0.603  -1.539  1.008
H  1.557  -0.439  2.184
H  2.015  -0.049  0.473
H  0.013  1.388  0.303

***

Asked for energy above the lowest of the compared OMol25 structures with the same formula, charge and spin across the records above, the calculation gives 129.80 118.14 102.47 54.28 281.78 165.01 kJ/mol in order.